Record 1
This record from OMol25 describes 2 unconnected molecules or ions with the total composition C3H8S2 at a distorted geometry. The level of theory is the ωB97M-V functional and the def2-TZVPD basis.

Results
E_LUMO (spin up / spin down): 0.8 / -0.2 eV
expectation value of S²: 2.0095
charge: 0
2S+1: 3
orbital gap (spin up / spin down): 7.175 / 9.227 eV

Structure (XYZ):
```
13
Properties=species:S:1:pos:R:3:mulliken_spin:R:1
C -2.10051 0.05616 0.22144 -0.02
C 1.50472 1.09398 -0.14163 0.76
C -0.86766 -0.56390 -0.33427 0.75
S 2.90397 0.16064 0.06861 0.22
S -0.10761 -1.97023 0.33550 0.17
H -2.41407 1.01982 -0.27574 0.01
H -2.91746 -0.67364 0.14136 0.06
H -1.90649 0.24747 1.21498 0.01
H 1.34588 1.27604 -1.20236 0.01
H 1.25470 1.91187 0.60737 0.00
H -0.91286 -0.60032 -1.36534 0.02
H 3.33864 0.43830 1.34864 0.00
H 0.87875 -2.39618 -0.61856 0.00
```

Record 2
This record from OMol25 describes a molecular structure, C35H41Cl2N2OP3Zr at a distorted geometry. The level of theory is the ωB97M-V functional and the def2-TZVPD basis.

Results
E_LUMO: -6.1 eV
charge: +2
relative energy (zero: lowest compared OMol25 entry of this formula, charge and spin): 0.081 eV
orbital gap: 7.495 eV

Structure (XYZ):
```
85
Properties=species:S:1:pos:R:3:mulliken_charge:R:1
P 1.10347 1.50238 -2.01080 0.94
C 2.75041 1.61123 -2.88415 0.16
C 3.12103 0.94602 -4.05431 0.28
H 2.47016 0.19934 -4.50073 0.32
C 4.34655 1.19306 -4.68230 -0.71
H 4.60308 0.69626 -5.60743 0.44
C 5.27184 2.09998 -4.15110 -0.60
H 6.21874 2.33068 -4.65895 0.41
C 4.91542 2.72888 -2.95473 -0.67
H 5.62336 3.43183 -2.50628 0.40
C 3.69484 2.49606 -2.33596 -0.39
H 3.47115 2.99046 -1.39137 0.37
C 0.38056 0.16754 -3.07463 0.14
C 0.65166 -1.14014 -2.68544 0.02
H 1.17551 -1.31558 -1.75556 -0.12
C 0.25120 -2.24732 -3.47158 -0.24
H 0.49998 -3.24092 -3.13410 0.53
C -0.42290 -2.03859 -4.67426 -0.79
H -0.68176 -2.92098 -5.31006 0.38
C -0.70782 -0.76031 -5.06062 -0.64
H -1.23117 -0.58899 -6.00674 0.42
C -0.33195 0.35866 -4.27773 -0.45
H -0.61346 1.33699 -4.61336 0.38
C 0.32237 2.93381 -2.93314 0.12
C 0.83289 3.58342 -4.06377 -0.22
H 1.82339 3.36980 -4.45236 0.27
C 0.09323 4.55681 -4.74532 -0.68
H 0.47751 5.02303 -5.65111 0.42
C -1.18112 4.95192 -4.31890 -0.67
H -1.78650 5.67919 -4.87916 0.41
C -1.65215 4.33412 -3.15678 -0.63
H -2.63888 4.63155 -2.79908 0.40
C -0.93402 3.36961 -2.47285 -0.19
H -1.33687 2.97071 -1.55106 0.52
Zr 0.54641 -0.49242 3.10773 -0.03
C -1.52218 -1.15398 2.54366 0.21
C -2.07151 -1.18077 1.30728 -0.46
H -2.15706 -1.52361 3.35529 0.14
C -1.31191 -0.71373 0.09625 0.76
O -2.14094 0.21436 -0.67304 -0.56
H -1.59301 0.56516 -1.41504 0.02
C 0.04725 -0.04323 0.56107 -0.14
H -1.00236 -1.55219 -0.61494 -0.08
C 0.95502 0.81677 -0.04878 -0.07
Cl 0.28965 -2.11924 4.84829 -0.42
Cl 2.93614 0.34748 2.92866 -0.51
P 1.78627 -2.67356 2.03856 1.25
C 2.94828 -3.39004 3.23318 -1.21
H 2.41444 -3.86051 4.06083 0.39
H 3.59140 -2.60253 3.63530 0.34
H 3.56970 -4.13572 2.72718 0.43
C 0.62870 -4.00335 1.76445 -0.97
H -0.20051 -3.68542 1.07456 0.03
H 0.14099 -4.31808 2.72420 0.34
H 1.11438 -4.91554 1.31306 0.42
C 2.79844 -2.65242 0.51537 -0.84
H 3.47540 -1.76954 0.55370 0.32
H 2.15731 -2.57778 -0.39007 -0.02
H 3.40705 -3.58804 0.46388 0.48
P -3.76539 -1.76465 0.96339 1.66
C -4.33829 -2.64336 2.38242 -1.39
C -3.66863 -2.83915 -0.39819 -1.29
H -4.25083 -2.01487 3.27409 0.47
H -3.79688 -3.58737 2.51205 0.41
H -5.39867 -2.85533 2.19095 0.42
H -3.21706 -2.35522 -1.28094 0.28
H -4.69836 -3.14091 -0.68070 0.48
H -3.11555 -3.76255 -0.14694 0.42
C -4.84165 -0.39819 0.59012 -1.27
H -5.26016 0.02621 1.52029 0.43
H -5.67654 -0.76140 -0.03563 0.46
H -4.25571 0.35930 0.04154 0.26
H 1.92136 1.49707 0.18271 0.15
N -1.41406 2.25124 9.62962 -0.32
C -1.15452 2.13031 8.51441 -0.29
C -0.79283 1.88863 7.12256 0.80
C 0.52817 1.99648 6.68988 -0.52
C 0.83975 1.65917 5.38009 -0.16
N -0.10798 1.17561 4.52816 -0.34
C -1.40278 1.15433 4.90934 -0.18
C -1.77859 1.46398 6.20634 -0.67
H 1.32067 2.38459 7.35782 0.45
H 1.86119 1.75225 4.96120 0.44
H -2.12052 0.81337 4.16700 0.69
H -2.80327 1.33784 6.53353 0.46
```